1.
# C24H32N6O5

C24H32N6O5 in the gas phase (ωB97M-V/def2-TZVPD, the OMol25 dataset).

The geometry in ORCA input format:
```
! RIJCOSX wB97M-V def2-TZVPD def2/J DEFGRID3
* xyz 0 1
C 6.015 -0.801 -2.909
C 5.670 0.687 -2.952
O 5.467 1.251 -1.670
C 4.137 1.418 -1.256
C 3.412 0.114 -0.901
C 2.085 0.418 -0.201
N 1.345 -0.785 0.132
C 0.421 -1.379 -0.637
O -0.253 -2.322 -0.255
C 0.187 -0.812 -2.050
N -0.724 0.288 -1.969
N -0.343 1.542 -1.888
N -1.400 2.259 -1.770
C -2.448 1.403 -1.777
C -3.805 1.832 -1.657
C -4.310 3.099 -1.508
C -5.709 2.950 -1.426
C -5.963 1.610 -1.531
C -7.237 0.846 -1.512
O -4.812 0.929 -1.671
N -2.028 0.145 -1.905
C 1.517 -1.328 1.493
C 0.530 -0.538 2.387
O 0.855 0.426 3.045
N -0.717 -1.020 2.295
C -1.871 -0.345 2.855
C -2.638 0.404 1.758
C -3.479 -0.693 1.113
C -3.974 -1.508 2.310
C -2.879 -1.377 3.386
C 2.926 -1.273 1.967
C 3.644 -0.346 2.664
C 4.944 -0.886 2.816
C 4.921 -2.098 2.200
O 3.706 -2.346 1.684
H 5.181 -1.398 -2.552
H 6.858 -0.956 -2.241
H 6.287 -1.140 -3.905
H 6.517 1.232 -3.384
H 4.792 0.860 -3.588
H 4.203 2.045 -0.363
H 3.561 1.962 -2.021
H 4.058 -0.473 -0.249
H 3.229 -0.468 -1.807
H 1.475 1.076 -0.825
H 2.280 0.941 0.737
H -0.289 -1.603 -2.634
H 1.104 -0.471 -2.528
H -3.737 4.002 -1.464
H -6.432 3.730 -1.307
H -7.234 0.124 -0.696
H -7.362 0.295 -2.443
H -8.073 1.527 -1.384
H 1.213 -2.380 1.445
H -0.908 -1.760 1.630
H -1.491 0.324 3.629
H -1.966 0.905 1.062
H -3.282 1.158 2.212
H -4.297 -0.296 0.516
H -2.858 -1.305 0.457
H -4.910 -1.088 2.680
H -4.158 -2.547 2.042
H -2.376 -2.327 3.567
H -3.301 -1.040 4.331
H 3.279 0.586 3.042
H 5.774 -0.430 3.313
H 5.672 -2.851 2.067
*
```

Summary:
* SMILES string: CCOCCCN(C(=O)Cn1nnc(-c2ccc(C)o2)n1)[C@H](C(=O)NC1CCCC1)c1ccco1
* gap between HOMO and LUMO: 9.0 eV
* relative energy (zero: lowest compared OMol25 entry of this formula, charge and spin): 20.2 kJ/mol
* largest force on an atom: 0.026 Eh/bohr

2.
# C24H32NO11

5 unconnected molecules or ions with the total composition C24H32NO11 (ωB97M-V/def2-TZVPD, the OMol25 dataset).

The geometry in ORCA input format:
```
! RIJCOSX wB97M-V def2-TZVPD def2/J DEFGRID3
* xyz -1 1
O 10.871 -26.488 -2.725
H 10.972 -27.079 -3.532
H 11.051 -25.542 -2.940
H 9.946 -26.514 -2.375
C 8.865 -22.774 -4.751
C 7.600 -22.669 -5.433
C 6.416 -23.525 -4.875
O 5.277 -23.104 -5.046
C 6.768 -24.665 -4.057
C 8.051 -24.887 -3.638
C 9.126 -23.861 -3.944
O 10.361 -23.916 -3.499
O 8.296 -25.982 -2.995
O 7.492 -21.958 -6.429
H 9.623 -22.092 -5.108
H 5.916 -25.316 -3.916
C 14.353 -27.704 -1.670
O 13.700 -27.355 -2.873
C 13.588 -28.425 -3.727
C 12.890 -27.974 -5.026
N 11.425 -27.912 -4.992
C 10.850 -29.250 -5.069
C 9.411 -29.349 -4.585
O 9.405 -28.914 -3.232
C 8.221 -29.406 -2.590
H 14.423 -26.827 -1.028
H 15.378 -28.050 -1.842
H 13.823 -28.486 -1.121
H 13.008 -29.306 -3.412
H 14.565 -28.823 -4.043
H 13.299 -28.435 -5.933
H 13.234 -26.935 -5.108
H 11.223 -27.431 -5.863
H 11.443 -30.052 -4.625
H 10.916 -29.674 -6.086
H 9.078 -30.376 -4.797
H 8.628 -28.826 -5.150
H 7.875 -30.380 -2.939
H 7.469 -28.646 -2.827
H 8.377 -29.446 -1.513
C 15.533 -22.542 -5.820
C 14.377 -23.183 -6.236
C 13.246 -23.214 -5.392
C 13.316 -22.513 -4.192
C 14.479 -21.870 -3.807
C 15.636 -22.002 -4.532
O 16.787 -21.361 -4.139
O 12.167 -23.923 -5.793
H 16.393 -22.481 -6.479
H 14.342 -23.695 -7.188
H 12.382 -22.421 -3.647
H 14.552 -21.283 -2.899
H 17.486 -21.296 -4.788
H 11.458 -23.776 -5.134
C 11.166 -26.253 1.872
C 10.634 -27.306 2.625
C 9.349 -27.792 2.382
C 8.561 -27.163 1.429
C 9.061 -26.031 0.811
C 10.378 -25.610 0.921
O 10.897 -24.729 0.037
O 8.890 -28.921 3.025
H 12.239 -26.130 1.955
H 11.283 -27.771 3.358
H 7.596 -27.577 1.173
H 8.483 -25.636 -0.021
H 11.405 -24.005 0.408
H 9.293 -28.918 3.899
*
```

Summary:
* gap between HOMO and LUMO: 5.7 eV
* relative energy (zero: lowest compared OMol25 entry of this formula, charge and spin): 96.5 kJ/mol
* largest force on an atom: 0.055 Eh/bohr

3.
# C24H32NOPPdS2Si

A molecular structure, C24H32NOPPdS2Si (ωB97M-V/def2-TZVPD, the OMol25 dataset).

The geometry in ORCA input format:
```
! RIJCOSX wB97M-V def2-TZVPD def2/J DEFGRID3
* xyz 2 5
Pd -1.040 -0.515 -0.479
C -5.021 3.634 2.427
C -4.156 2.699 1.639
C -4.418 1.334 1.575
C -3.582 0.506 0.860
N -2.495 0.957 0.217
C -2.242 2.275 0.254
C -3.044 3.162 0.936
H -6.002 3.206 2.624
H -5.145 4.582 1.905
H -4.549 3.852 3.388
H -5.282 0.912 2.071
H -3.798 -0.552 0.777
H -1.371 2.628 -0.275
H -2.803 4.217 0.918
C -2.600 -3.656 -2.212
Si -1.211 -2.462 -2.041
C -0.601 -1.908 -3.704
C 0.214 -3.265 -1.130
H -2.205 -4.500 -2.787
H -3.437 -3.228 -2.766
H -2.967 -4.028 -1.256
H -0.532 -2.810 -4.324
H 0.392 -1.461 -3.636
H -1.280 -1.214 -4.204
H 0.571 -4.032 -1.831
H -0.117 -3.748 -0.212
H 1.048 -2.599 -0.909
C 0.420 1.747 -2.394
P 0.882 0.855 -0.888
C 1.359 2.054 0.356
C 0.741 2.064 1.604
C 1.119 3.005 2.552
C 2.107 3.931 2.247
C 2.737 3.909 1.007
C 2.373 2.968 0.059
C 2.338 -0.107 -1.269
C 2.847 -0.211 -2.564
C 4.007 -0.940 -2.787
C 4.651 -1.566 -1.729
C 4.139 -1.471 -0.438
C 2.981 -0.753 -0.208
H 1.220 2.436 -2.668
H -0.490 2.318 -2.226
H 0.240 1.049 -3.212
H -0.032 1.338 1.834
H 0.647 3.013 3.525
H 2.397 4.671 2.981
H 3.517 4.624 0.782
H 2.887 2.936 -0.895
H 2.365 0.283 -3.398
H 4.407 -1.016 -3.790
H 5.560 -2.125 -1.908
H 4.649 -1.955 0.385
H 2.580 -0.675 0.798
C 1.343 -4.194 3.221
O 0.398 -3.521 2.331
C -0.148 -2.428 2.719
S 0.042 -1.581 4.122
S -1.289 -1.567 1.779
H 1.853 -4.919 2.599
H 0.785 -4.689 4.012
H 2.044 -3.472 3.632
*
```

Summary:
* gap between HOMO and LUMO (spin up / spin down): 7.4 / 6.0 eV
* <S²>: 6.022
* relative energy (zero: lowest compared OMol25 entry of this formula, charge and spin): 29.8 kJ/mol
* largest force on an atom: 0.015 Eh/bohr

4.
# C24H33AuBF4O9PS

A molecular structure, C24H33AuBF4O9PS (ωB97M-V/def2-TZVPD, the OMol25 dataset).

The geometry in ORCA input format:
```
! RIJCOSX wB97M-V def2-TZVPD def2/J DEFGRID3
* xyz 0 3
Au -0.863 -0.117 -0.540
C 1.780 -3.310 4.872
C 1.772 -2.738 3.480
C 1.882 -3.560 2.364
C 1.865 -3.035 1.077
C 1.732 -1.670 0.921
C 1.608 -0.820 2.015
C 1.640 -1.360 3.288
S 1.592 -1.016 -0.725
C 3.071 -0.034 -0.812
O 1.731 -2.105 -1.699
H 1.910 -4.392 4.855
H 0.844 -3.092 5.390
H 2.588 -2.880 5.467
H 1.967 -4.632 2.497
H 1.905 -3.671 0.201
H 1.477 0.250 1.874
H 1.551 -0.707 4.149
H 3.898 -0.744 -0.781
H 3.108 0.659 0.025
H 3.036 0.509 -1.753
C 1.548 5.021 -1.329
C 2.166 3.684 -0.945
C 3.652 3.686 -1.267
C 1.923 3.396 0.534
O 1.628 2.584 -1.748
P 0.060 2.386 -2.075
O -0.554 3.567 -2.684
O -0.599 1.872 -0.759
O 0.126 1.067 -2.962
C 0.440 0.908 -4.393
C 0.500 2.237 -5.128
C 1.784 0.203 -4.446
C -0.674 0.030 -4.932
H 2.089 5.812 -0.804
H 0.495 5.078 -1.059
H 1.622 5.188 -2.403
H 4.168 4.441 -0.671
H 3.808 3.908 -2.324
H 4.096 2.713 -1.048
H 2.255 4.246 1.134
H 2.484 2.520 0.860
H 0.863 3.228 0.721
H 1.277 2.883 -4.716
H -0.446 2.771 -5.075
H 0.742 2.033 -6.173
H 2.557 0.845 -4.018
H 2.055 -0.012 -5.481
H 1.751 -0.738 -3.894
H -1.633 0.542 -4.846
H -0.722 -0.906 -4.374
H -0.493 -0.201 -5.984
O -1.346 -4.242 0.326
C -1.428 -3.036 0.466
O -0.907 -2.160 -0.321
C -2.226 -2.533 1.654
C -1.935 -1.271 2.271
C -2.728 -0.707 3.232
C -3.857 -1.444 3.543
O -4.845 -1.118 4.353
C -5.802 -2.183 4.316
O -5.264 -3.187 3.460
C -4.112 -2.733 2.982
C -3.277 -3.323 2.066
H -1.058 -0.734 1.940
H -2.544 0.271 3.650
H -6.731 -1.808 3.895
H -5.919 -2.586 5.317
H -3.472 -4.276 1.597
F -4.657 -1.163 0.791
B -4.359 0.126 0.287
F -3.203 0.000 -0.616
F -5.418 0.624 -0.432
F -3.973 0.957 1.349
*
```

Summary:
* gap between HOMO and LUMO (spin up / spin down): 8.4 / 5.8 eV
* <S²>: 2.022
* relative energy (zero: lowest compared OMol25 entry of this formula, charge and spin): 110.2 kJ/mol
* largest force on an atom: 0.008 Eh/bohr